(1)
# C15H37Cl2N5O6

7 unconnected molecules or ions with the total composition C15H37Cl2N5O6 (wB97M-V/def2-TZVPD, the OMol25 dataset).

```
65
C15H37Cl2N5O6 | the OMol25 dataset | wB97M-V/def2-TZVPD
Cl -1.15 -0.48 0.46
C -1.56 1.09 -0.27
C -1.11 2.22 0.65
Cl -1.95 2.19 2.22
H -2.61 1.11 -0.51
H -0.96 1.20 -1.17
H -1.31 3.18 0.17
H -0.05 2.10 0.84
C 1.13 -4.70 1.43
C 0.56 -3.47 0.78
C 1.61 -2.76 -0.06
O -0.55 -3.86 -0.03
H 1.69 -5.33 0.74
H 0.34 -5.33 1.85
H 1.78 -4.43 2.27
H 0.18 -2.80 1.57
H 2.42 -2.41 0.59
H 1.20 -1.88 -0.56
H 2.04 -3.45 -0.79
H -0.77 -3.12 -0.61
O 1.65 0.46 -1.75
C 2.61 1.08 -1.33
N 3.76 0.48 -0.94
C 2.59 2.58 -1.21
H 3.84 -0.52 -0.97
H 4.51 1.05 -0.60
H 1.82 2.89 -0.51
H 2.36 3.01 -2.19
H 3.54 3.00 -0.87
O 1.74 4.46 1.57
C 1.19 5.54 1.69
N 1.76 6.70 1.27
C -0.20 5.66 2.27
H 2.69 6.65 0.90
H 1.40 7.57 1.61
H -0.89 5.64 1.42
H -0.41 6.54 2.87
H -0.43 4.81 2.92
O -2.15 -2.13 4.67
C -1.03 -1.67 4.73
N -0.75 -0.39 4.34
C 0.15 -2.49 5.20
H -1.51 0.19 4.05
H 0.10 0.04 4.67
H -0.22 -3.32 5.79
H 0.82 -1.91 5.84
H 0.73 -2.87 4.36
O -1.20 -0.91 -5.41
C -0.27 -0.72 -4.64
N -0.40 -0.85 -3.29
C 1.12 -0.45 -5.15
H 0.28 -0.44 -2.68
H -1.37 -0.82 -3.03
H 1.22 0.63 -5.28
H 1.22 -0.92 -6.13
H 1.89 -0.80 -4.48
O -3.51 -0.09 -2.44
C -3.59 -1.31 -2.39
N -3.25 -2.12 -3.42
C -4.06 -2.02 -1.13
H -2.88 -1.73 -4.28
H -3.31 -3.12 -3.32
H -5.13 -2.19 -1.14
H -3.82 -1.35 -0.30
H -3.50 -2.92 -0.88
```

Computed properties:
* structure (SMILES): CC(N)=O.CC(N)=O.CC(N)=O.CC(N)=O.CC(N)=O.CC(C)O.ClCCCl
* orbital gap: 9.72 eV
* strongest force on any atom: 1.04 eV Å⁻¹
* HOMO energy: -9.37 eV
* LUMO energy: 0.35 eV
* calculated total energy: -60939.444 eV


(2)
# C20H43N2OP3STi

A molecular structure, C20H43N2OP3STi (wB97M-V/def2-TZVPD, the OMol25 dataset).

```
71
C20H43N2OP3STi | the OMol25 dataset | wB97M-V/def2-TZVPD
Ti 0.05 -0.07 0.62
P 0.51 -2.23 -0.49
P 2.46 -0.19 1.48
P -2.33 0.31 0.11
H 1.61 2.09 -0.23
C 0.54 2.05 0.01
C 0.08 2.11 1.36
H 0.79 2.25 2.18
C 1.38 -1.71 -1.99
C 1.54 -3.57 0.17
C -0.97 -3.15 -1.00
C 3.11 1.25 2.39
C 2.82 -1.51 2.69
C 3.76 -0.42 0.23
C -3.15 1.89 0.51
C -3.55 -0.95 0.59
C -2.52 0.37 -1.68
H -0.11 2.30 -0.83
H -0.93 2.46 1.59
H 1.27 -2.51 -2.73
H 2.44 -1.56 -1.76
H 0.97 -0.78 -2.39
H 1.43 -4.44 -0.49
H 1.20 -3.86 1.18
H 2.60 -3.28 0.21
H -0.63 -4.11 -1.41
H -1.54 -2.60 -1.76
H -1.60 -3.35 -0.12
H 4.20 1.14 2.47
H 2.68 1.30 3.40
H 2.88 2.18 1.87
H 3.90 -1.56 2.84
H 2.47 -2.49 2.34
H 2.32 -1.29 3.64
H 4.74 -0.28 0.71
H 3.65 0.34 -0.55
H 3.72 -1.41 -0.23
H -4.05 1.95 -0.11
H -2.49 2.73 0.27
H -3.40 1.92 1.58
H -4.53 -0.65 0.20
H -3.58 -1.02 1.68
H -3.27 -1.92 0.18
H -3.51 0.76 -1.96
H -2.37 -0.63 -2.11
H -1.75 1.03 -2.10
C -0.79 0.62 -4.82
C 0.02 0.30 -5.92
C 0.06 1.20 -6.99
C -0.71 2.37 -7.00
C -1.57 2.62 -5.93
C -1.64 1.74 -4.84
O -0.69 -0.09 -3.64
H -0.39 -1.02 -3.79
H 0.61 -0.62 -5.90
H 0.72 0.98 -7.83
H -0.67 3.06 -7.85
H -2.21 3.50 -5.95
H -2.34 1.92 -4.02
S -0.67 -1.14 2.55
C -0.41 -0.21 4.01
N 0.42 -0.61 4.99
C 0.33 0.27 6.15
C -0.64 1.34 5.70
N -0.99 0.95 4.35
H 0.83 -1.53 4.98
H 1.31 0.68 6.39
H -0.04 -0.31 6.99
H -0.18 2.33 5.73
H -1.54 1.36 6.32
H -1.68 1.42 3.77
```

Computed properties:
* orbital gap (alpha / beta): 4.11 / 3.79 eV
* strongest force on any atom: 2.98 eV Å⁻¹
* net charge: +3
* HOMO energy (alpha / beta): -14.88 / -14.88 eV
* LUMO energy (alpha / beta): -10.77 / -11.08 eV
* multiplicity: 2
* expectation value of S²: 0.76
* calculated total energy: -88256.882 eV


(3)
# C24H24AsCl5F6N3O4S3V

A molecular structure, C24H24AsCl5F6N3O4S3V (wB97M-V/def2-TZVPD, the OMol25 dataset).

```
71
C24H24AsCl5F6N3O4S3V | the OMol25 dataset | wB97M-V/def2-TZVPD
V -2.07 -1.04 -0.66
F -1.50 3.36 0.66
C -2.52 3.16 1.49
F -2.06 2.99 2.72
F -3.31 4.23 1.46
S -3.50 1.67 1.00
O -2.49 0.63 0.82
O -4.46 1.52 2.05
N -4.20 2.07 -0.35
S -3.51 1.64 -1.69
O -2.17 2.14 -1.88
O -3.71 0.24 -2.02
C -4.48 2.61 -2.91
F -4.26 3.91 -2.74
F -5.79 2.38 -2.82
F -4.07 2.26 -4.13
Cl -4.27 -2.00 0.67
C -2.88 -2.70 1.51
C -1.64 -2.38 0.97
C -0.59 -3.03 1.59
Cl 1.02 -2.81 0.91
C -0.73 -3.87 2.69
Cl 0.64 -4.62 3.44
C -1.99 -4.11 3.21
Cl -2.20 -5.13 4.59
C -3.10 -3.53 2.60
Cl -4.69 -3.84 3.19
C -2.07 -2.51 -2.24
H -1.14 -3.10 -2.31
H -2.25 -2.09 -3.24
H -2.87 -3.24 -2.07
C 3.91 -2.79 3.15
C 3.46 -1.51 3.79
C 3.93 -1.01 4.96
C 3.39 0.22 5.41
N 2.51 0.91 4.74
C 2.05 0.44 3.54
S 0.97 1.24 2.57
N 2.52 -0.80 3.13
C 3.83 0.78 6.73
H 4.64 -3.28 3.79
H 4.36 -2.58 2.18
H 3.06 -3.45 2.99
H 4.69 -1.54 5.53
H 2.11 -1.17 2.28
H 4.91 0.68 6.85
H 3.36 0.21 7.53
H 3.54 1.82 6.81
C 1.70 -1.11 -1.96
As 0.08 -0.05 -1.73
C 0.94 1.64 -1.29
C -0.37 0.17 -3.65
C 0.48 1.16 -4.38
C 1.63 0.76 -5.06
C 2.44 1.70 -5.71
C 2.10 3.04 -5.68
C 0.95 3.44 -5.01
C 0.15 2.51 -4.37
H 2.31 -0.67 -2.75
H 1.44 -2.13 -2.21
H 2.26 -1.10 -1.03
H 1.71 1.88 -2.02
H 1.39 1.53 -0.30
H 0.20 2.43 -1.25
H -1.42 0.44 -3.68
H -0.27 -0.83 -4.07
H 1.89 -0.29 -5.10
H 3.33 1.37 -6.23
H 2.73 3.77 -6.18
H 0.68 4.49 -4.99
H -0.74 2.83 -3.84
```

Computed properties:
* relative energy (zero: lowest compared OMol25 entry of this formula, charge and spin): 41.23 kJ/mol
* orbital gap (alpha / beta): 6.48 / 7.29 eV
* strongest force on any atom: 0.58 eV Å⁻¹
* net charge: -1
* HOMO energy (alpha / beta): -4.37 / -5.18 eV
* LUMO energy (alpha / beta): 2.11 / 2.11 eV
* multiplicity: 4
* expectation value of S²: 3.77
* calculated total energy: -235888.875 eV


(4)
# C28H53N3O5PS

A gas-phase ion, C28H53N3O5PS (charge +1) (wB97M-V/def2-TZVPD, the OMol25 dataset).

```
91
C28H53N3O5PS | the OMol25 dataset | wB97M-V/def2-TZVPD
C -3.49 -2.82 2.14
C -4.14 -1.43 2.12
P -3.10 0.02 1.62
C -2.13 0.43 3.13
C -1.28 -0.72 3.72
C -1.84 -0.62 0.38
N -0.58 0.21 0.42
C -0.59 1.43 -0.47
C 0.53 1.36 -1.48
C 1.89 1.09 -0.82
C 3.02 1.82 -1.50
C 4.42 1.55 -0.91
C 4.59 0.16 -0.30
C 6.03 -0.31 -0.17
C 6.10 -1.82 0.06
C 5.13 -2.32 1.10
O 5.41 -3.69 1.43
C 4.41 -4.54 1.05
C 3.47 -5.03 2.11
O 4.28 -4.91 -0.12
C -2.00 1.73 -1.00
C -2.06 2.85 -2.02
C -2.11 4.25 -1.40
C -0.80 4.72 -0.73
C -1.02 5.00 0.77
C 0.13 5.76 1.43
N 1.43 5.05 1.31
O -2.67 0.59 -1.55
C -2.32 -0.65 -1.05
C -3.56 -1.53 -1.19
C -4.07 -1.65 -2.63
C -3.60 -2.88 -3.43
C -3.69 -4.21 -2.74
O -2.92 -5.12 -3.02
O -4.68 -4.38 -1.80
N -1.22 -1.21 -1.91
C -0.76 -2.33 -1.67
S -0.09 -3.68 -1.28
H -3.81 -3.43 1.31
H -2.40 -2.80 2.20
H -3.82 -3.36 3.03
H -4.44 -1.17 3.14
H -5.04 -1.44 1.53
H -1.52 1.30 2.88
H -2.84 0.78 3.87
H -0.58 -0.35 4.46
H -0.76 -1.25 2.92
H -1.95 -1.43 4.18
H -1.55 -1.61 0.70
H -0.38 0.49 1.37
H 0.19 -0.42 0.17
H -0.34 2.27 0.17
H 0.31 0.65 -2.27
H 0.60 2.33 -1.96
H 2.07 0.02 -0.92
H 1.85 1.29 0.25
H 3.03 1.67 -2.57
H 2.83 2.89 -1.35
H 5.16 1.72 -1.68
H 4.60 2.28 -0.13
H 4.05 0.10 0.64
H 4.09 -0.55 -0.96
H 6.56 0.20 0.63
H 6.56 -0.12 -1.09
H 5.87 -2.34 -0.87
H 7.10 -2.14 0.34
H 4.10 -2.28 0.73
H 5.16 -1.72 2.01
H 3.82 -4.87 3.12
H 2.50 -4.55 2.01
H 3.31 -6.09 1.97
H -2.59 2.06 -0.15
H -1.32 2.78 -2.80
H -3.02 2.71 -2.51
H -2.92 4.28 -0.68
H -2.39 4.94 -2.18
H -0.55 5.69 -1.16
H 0.02 4.05 -0.90
H -1.18 4.04 1.27
H -1.94 5.57 0.85
H 0.19 6.73 0.96
H -0.10 5.86 2.48
H 1.80 5.30 0.40
H 1.20 4.06 1.20
H -3.43 -2.48 -0.70
H -4.33 -1.00 -0.64
H -5.15 -1.70 -2.56
H -3.84 -0.77 -3.21
H -2.60 -2.73 -3.80
H -4.25 -2.94 -4.30
H -4.26 -4.77 -1.04
```

Computed properties:
* orbital gap: 9.01 eV
* strongest force on any atom: 2.62 eV Å⁻¹
* net charge: +1
* HOMO energy: -11.87 eV
* LUMO energy: -2.86 eV
* calculated total energy: -64720.742 eV


(5)
# C7H17ClNOPS

2 unconnected molecules or ions with the total composition C7H17ClNOPS (wB97M-V/def2-TZVPD, the OMol25 dataset).

```
29
C7H17ClNOPS | the OMol25 dataset | wB97M-V/def2-TZVPD
C -3.97 -0.28 0.18
C 3.63 -2.17 -0.76
C 0.81 2.11 1.36
C -2.76 -1.24 0.14
C 3.14 -0.76 -0.96
C 0.60 0.94 2.25
C -1.89 -1.05 -1.09
N 2.29 -0.32 0.10
O 0.04 -0.17 1.36
P 0.74 -0.48 0.04
S -0.30 -1.89 -0.93
Cl -1.02 2.13 -1.92
H -3.69 0.72 -0.06
H -4.68 -0.62 -0.49
H -4.38 -0.24 1.19
H 2.76 -2.88 -0.61
H 4.24 -2.53 -1.57
H 4.23 -2.24 0.18
H 0.07 2.14 0.54
H 0.58 3.06 1.88
H 1.94 2.20 1.05
H -3.11 -2.29 0.14
H -2.11 -1.15 0.94
H 2.51 -0.91 -1.90
H 3.98 -0.11 -1.12
H -0.21 1.21 2.91
H 1.46 0.53 2.77
H -2.20 -1.60 -1.92
H -1.92 -0.05 -1.38
```

Computed properties:
* relative energy (zero: lowest compared OMol25 entry of this formula, charge and spin): 194.70 kJ/mol
* orbital gap: 6.32 eV
* strongest force on any atom: 3.25 eV Å⁻¹
* HOMO energy: -8.09 eV
* LUMO energy: -1.77 eV
* calculated total energy: -43716.792 eV


(6)
# C14H16N3OPtS

A molecular structure, C14H16N3OPtS (wB97M-V/def2-TZVPD, the OMol25 dataset).

```
36
C14H16N3OPtS | the OMol25 dataset | wB97M-V/def2-TZVPD
Pt 0.60 -0.19 -0.29
O -3.39 -0.99 0.48
C -2.22 -1.05 0.29
N -1.45 0.07 -0.02
C -2.05 1.28 -0.51
C -1.05 2.14 -1.19
C -1.39 3.38 -1.72
C -0.45 4.06 -2.47
C 0.81 3.51 -2.67
C 1.10 2.29 -2.08
N 0.19 1.64 -1.36
C -1.43 -2.32 0.29
C -1.99 -3.52 0.67
C -1.24 -4.68 0.48
C 0.03 -4.60 -0.07
C 0.55 -3.35 -0.38
N -0.19 -2.26 -0.19
H -2.57 1.83 0.28
H -2.87 1.06 -1.21
H -2.38 3.79 -1.56
H -0.70 5.02 -2.92
H 1.57 4.01 -3.25
H 2.08 1.85 -2.18
H -3.00 -3.53 1.08
H -1.67 -5.64 0.73
H 0.62 -5.48 -0.28
H 1.54 -3.25 -0.81
C 3.57 0.40 1.73
S 1.98 -0.42 1.77
C 1.06 0.67 2.86
H 4.20 -0.05 0.96
H 4.03 0.22 2.71
H 3.47 1.47 1.58
H 1.17 1.71 2.54
H 1.46 0.57 3.87
H 0.01 0.36 2.86
```

Computed properties:
* orbital gap (alpha / beta): 4.64 / 4.73 eV
* strongest force on any atom: 4.72 eV Å⁻¹
* net charge: +3
* HOMO energy (alpha / beta): -19.71 / -19.71 eV
* LUMO energy (alpha / beta): -15.07 / -14.99 eV
* calculated total energy: -35344.764 eV


(7)
# C5H9NO2S

2 unconnected molecules or ions with the total composition C5H9NO2S (wB97M-V/def2-TZVPD, the OMol25 dataset).

```
18
C5H9NO2S | the OMol25 dataset | wB97M-V/def2-TZVPD
C 3.76 0.27 0.45
C 2.74 -0.16 -0.02
C -2.78 0.55 0.15
C 0.07 0.64 -0.45
C 1.79 -0.93 -0.72
N 1.41 -2.04 0.01
O -1.40 -1.43 -0.85
O -0.95 -0.85 1.47
S -1.18 -0.38 0.12
H 4.66 0.51 0.94
H -2.78 1.37 -0.62
H -3.42 -0.23 -0.08
H -2.77 1.10 0.98
H -0.06 1.10 -1.37
H 0.48 1.48 0.07
H 1.64 -1.09 -1.70
H 0.86 -2.78 -0.37
H 1.21 -2.06 1.02
```

Computed properties:
* relative energy (zero: lowest compared OMol25 entry of this formula, charge and spin): 320.25 kJ/mol
* orbital gap (alpha / beta): 6.51 / 7.57 eV
* strongest force on any atom: 5.57 eV Å⁻¹
* HOMO energy (alpha / beta): -5.88 / -9.56 eV
* LUMO energy (alpha / beta): 0.63 / -2.00 eV
* multiplicity: 3
* expectation value of S²: 2.02
* calculated total energy: -21743.314 eV


(8)
# C20H23NO5

C20H23NO5 in the gas phase (wB97M-V/def2-TZVPD, the OMol25 dataset).

```
49
C20H23NO5 | the OMol25 dataset | wB97M-V/def2-TZVPD
C -3.31 -2.69 2.15
H -3.07 -3.74 1.97
H -3.32 -2.48 3.22
H -4.28 -2.47 1.71
O -2.31 -1.85 1.60
C -2.08 -2.00 0.29
O -2.65 -2.85 -0.38
C -1.04 -1.12 -0.21
C -0.51 -1.32 -1.45
N -1.03 -2.16 -2.37
H -0.43 -2.49 -3.11
H -1.79 -2.73 -2.02
O 0.64 -0.71 -1.85
C 1.44 -0.21 -0.87
C 0.97 0.11 0.35
C 1.88 0.49 1.44
O 1.50 0.63 2.58
C 3.32 0.74 1.03
H 3.38 1.76 0.66
C 3.81 -0.23 -0.06
C 5.24 0.14 -0.47
H 5.28 1.17 -0.83
H 5.91 0.05 0.38
H 5.59 -0.52 -1.26
C 3.79 -1.66 0.47
H 4.43 -1.75 1.34
H 4.15 -2.35 -0.29
H 2.78 -1.96 0.75
C 2.88 -0.09 -1.27
H 3.03 0.89 -1.74
H 3.10 -0.85 -2.02
H 3.94 0.67 1.92
C -0.52 0.04 0.61
C -1.18 1.36 0.22
C -0.42 2.53 0.18
C -0.98 3.75 -0.16
C -2.32 3.82 -0.48
C -3.10 2.67 -0.43
C -2.55 1.45 -0.08
O -3.28 0.30 0.00
C -4.62 0.31 -0.42
H -4.72 0.67 -1.45
H -4.94 -0.73 -0.37
H -5.25 0.91 0.25
H -4.15 2.75 -0.67
H -2.77 4.76 -0.76
H -0.36 4.63 -0.19
H 0.62 2.48 0.43
H -0.70 -0.14 1.67
```

Computed properties:
* structure (SMILES): COC(=O)C1=C(N)OC2=C(C(=O)CC(C)(C)C2)[C@H]1c1ccccc1OC
* relative energy (zero: lowest compared OMol25 entry of this formula, charge and spin): 102.94 kJ/mol
* orbital gap: 8.82 eV
* strongest force on any atom: 0.80 eV Å⁻¹
* HOMO energy: -8.17 eV
* LUMO energy: 0.65 eV
* calculated total energy: -32841.176 eV


What did the eighth record say?
# C20H23NO5

C20H23NO5 in the gas phase (wB97M-V/def2-TZVPD, the OMol25 dataset).

```
49
C20H23NO5 | the OMol25 dataset | wB97M-V/def2-TZVPD
C -3.31 -2.69 2.15
H -3.07 -3.74 1.97
H -3.32 -2.48 3.22
H -4.28 -2.47 1.71
O -2.31 -1.85 1.60
C -2.08 -2.00 0.29
O -2.65 -2.85 -0.38
C -1.04 -1.12 -0.21
C -0.51 -1.32 -1.45
N -1.03 -2.16 -2.37
H -0.43 -2.49 -3.11
H -1.79 -2.73 -2.02
O 0.64 -0.71 -1.85
C 1.44 -0.21 -0.87
C 0.97 0.11 0.35
C 1.88 0.49 1.44
O 1.50 0.63 2.58
C 3.32 0.74 1.03
H 3.38 1.76 0.66
C 3.81 -0.23 -0.06
C 5.24 0.14 -0.47
H 5.28 1.17 -0.83
H 5.91 0.05 0.38
H 5.59 -0.52 -1.26
C 3.79 -1.66 0.47
H 4.43 -1.75 1.34
H 4.15 -2.35 -0.29
H 2.78 -1.96 0.75
C 2.88 -0.09 -1.27
H 3.03 0.89 -1.74
H 3.10 -0.85 -2.02
H 3.94 0.67 1.92
C -0.52 0.04 0.61
C -1.18 1.36 0.22
C -0.42 2.53 0.18
C -0.98 3.75 -0.16
C -2.32 3.82 -0.48
C -3.10 2.67 -0.43
C -2.55 1.45 -0.08
O -3.28 0.30 0.00
C -4.62 0.31 -0.42
H -4.72 0.67 -1.45
H -4.94 -0.73 -0.37
H -5.25 0.91 0.25
H -4.15 2.75 -0.67
H -2.77 4.76 -0.76
H -0.36 4.63 -0.19
H 0.62 2.48 0.43
H -0.70 -0.14 1.67
```

Computed properties:
* structure (SMILES): COC(=O)C1=C(N)OC2=C(C(=O)CC(C)(C)C2)[C@H]1c1ccccc1OC
* relative energy (zero: lowest compared OMol25 entry of this formula, charge and spin): 102.94 kJ/mol
* orbital gap: 8.82 eV
* strongest force on any atom: 0.80 eV Å⁻¹
* HOMO energy: -8.17 eV
* LUMO energy: 0.65 eV
* calculated total energy: -32841.176 eV